Entry 1:
Molecular formula: C25H45NP2SV
Method: DFT, ωB97M-V/def2-TZVPD

The geometry in ORCA input format:
```
! RIJCOSX wB97M-V def2-TZVPD def2/J DEFGRID3
* xyz 2 2
H 4.01 1.61 -2.20
H -3.40 -0.82 -2.10
H 2.65 -3.28 -2.09
C 0.60 -3.55 0.05
H 1.08 3.73 -0.41
H -1.84 -3.29 2.40
H -0.95 -0.02 -2.72
H -3.56 2.45 -1.23
H -3.59 0.10 1.96
H 2.91 -1.07 -3.25
H -2.71 -1.82 1.91
H 3.69 -0.74 0.78
H 2.38 3.06 0.60
C -3.48 0.96 1.29
H 0.01 2.09 -2.71
H -0.37 -0.52 4.47
C 1.24 -0.46 2.07
C -2.56 2.00 -1.23
H -2.95 1.76 1.82
H 1.60 1.28 3.31
H -0.79 -1.60 -5.17
H -1.05 -3.50 -4.18
H 2.87 0.93 2.13
C -3.75 -0.63 -1.08
P 1.79 1.51 -1.18
H 1.18 1.01 -3.50
H -4.48 1.31 1.00
H 2.73 -0.07 3.57
C -1.89 -2.50 1.64
V 0.15 -0.35 0.26
H 3.53 -0.06 -1.78
C 1.33 -1.46 -4.75
C -0.67 -1.00 -3.12
C -0.89 -0.22 3.54
H 3.56 -2.46 1.21
H 3.08 -1.93 -0.41
C 2.11 -1.78 -3.50
H -0.96 0.88 3.56
C -0.14 -0.98 -4.53
H -0.23 0.04 -4.93
H -1.17 -4.27 -2.62
C 0.57 -2.30 0.83
C -0.62 -3.48 -3.16
C 2.03 3.18 -0.43
H -0.32 -3.67 -0.53
H 1.28 -2.36 -5.39
C 1.08 1.88 -2.83
H -1.84 2.72 -0.80
H 0.71 -4.44 0.69
H 2.76 3.77 -0.99
C -0.13 -0.73 2.37
H -2.26 1.78 -2.26
C 3.08 -1.65 0.65
N -0.26 1.54 0.79
C 2.15 0.47 2.81
S -0.53 3.63 2.61
C -0.57 -1.82 1.56
H 1.00 -4.84 -2.68
H -4.74 -0.16 -1.10
H 4.06 1.06 -0.50
H 1.45 -3.54 -0.63
C -0.39 2.44 1.59
C 3.52 0.98 -1.45
H 1.87 -0.70 -5.32
H -1.58 -2.22 -1.62
H -2.14 -2.98 0.68
C -0.94 -2.17 -2.51
C 1.69 -1.45 1.12
H -1.90 -0.62 3.58
P -2.56 0.46 -0.23
H 1.56 2.75 -3.29
C 0.88 -3.92 -3.27
H 1.04 -4.21 -4.32
H -3.81 -1.58 -0.54
C 1.93 -2.93 -2.85
*
```

HOMO (spin up / spin down): -14.311 / -14.389 eV
Frontier orbital gap (spin up / spin down): 6.06 / 6.97 eV
DFT total energy: -83230.098 eV
Relative energy (zero: lowest compared OMol25 entry of this formula, charge and spin): 0.00 kcal/mol

***

Entry 2:
Molecular formula: C25H46AlO2P2
Method: DFT, ωB97M-V/def2-TZVPD

The geometry in ORCA input format:
```
! RIJCOSX wB97M-V def2-TZVPD def2/J DEFGRID3
* xyz 1 1
C -1.31 2.47 -2.28
C 1.85 3.45 1.45
H -2.24 2.76 -1.78
H 1.66 -1.69 4.34
H 1.87 4.49 1.10
O -0.32 1.53 4.57
H -4.49 0.18 -0.22
P -2.42 0.03 0.91
H 1.30 3.42 2.40
H 2.40 -2.60 -3.25
H -3.11 -2.30 0.64
H -0.95 3.35 -2.84
C -0.65 2.04 3.52
H 3.07 0.16 4.06
C -0.16 2.75 -0.03
C 0.15 -2.94 -0.79
C 0.37 -2.59 -4.03
H -1.46 -4.42 -3.27
O -0.37 1.52 2.35
H 0.72 0.85 -3.61
C -0.70 -4.10 -1.27
H 1.51 -4.07 -2.91
C 1.13 -2.44 -1.55
H -0.92 4.00 1.54
H -2.17 -2.03 2.16
H 0.02 -3.54 -4.47
H -2.15 3.41 0.41
H -3.87 -1.45 2.08
C 3.33 1.40 -0.47
C 0.86 -1.48 3.61
H 2.89 3.13 1.65
C -3.57 0.77 -0.32
H -4.28 0.74 2.18
H -1.24 2.97 3.40
H 3.83 2.18 -1.06
H -3.75 1.81 0.00
C -2.95 -1.63 1.50
C -0.26 2.11 -1.31
H 1.92 1.49 3.70
C -3.21 0.95 2.31
H -1.54 1.67 -2.99
P 1.66 -0.50 2.29
C 3.07 -1.57 1.80
H 0.46 -2.41 3.18
C 2.59 0.75 3.26
C -1.81 -2.34 -2.88
C 1.42 -2.97 -2.93
H -2.71 -1.80 -2.57
H -0.06 -4.94 -1.61
C 0.99 1.46 -1.56
H 3.78 1.41 0.53
H 2.19 0.22 -2.84
H -0.85 -0.74 -3.93
H -3.01 2.03 2.21
H -3.16 0.74 -1.34
H 1.72 -1.57 -1.23
H -2.83 0.55 3.27
H -2.72 -4.09 -2.06
H -1.27 -4.49 -0.41
C -1.72 -3.78 -2.41
H 3.35 1.23 2.63
H 3.56 0.44 -0.93
C -1.12 3.76 0.49
H 0.90 -2.04 -4.83
H 0.07 -0.88 4.08
H -1.03 4.69 -0.10
C -0.84 -1.79 -3.61
C 1.52 1.09 -2.89
C 1.20 2.57 0.44
H 2.10 1.96 -3.23
H 3.65 -1.70 2.72
Al 0.01 0.68 0.87
H 2.68 -2.52 1.40
H 3.67 -1.04 1.03
H -0.15 -2.48 0.15
C 1.88 1.67 -0.46
*
```

HOMO: -10.372 eV
Frontier orbital gap: 7.53 eV
DFT total energy: -55936.181 eV
Relative energy (zero: lowest compared OMol25 entry of this formula, charge and spin): 13.72 kcal/mol

***

Entry 3:
Molecular formula: C25H46BHfNP2
Method: DFT, ωB97M-V/def2-TZVPD

The geometry in ORCA input format:
```
! RIJCOSX wB97M-V def2-TZVPD def2/J DEFGRID3
* xyz 2 1
H 2.17 -3.19 0.73
H -2.53 3.40 -6.34
H -1.43 2.02 6.19
H -0.50 3.89 4.50
H 2.31 -1.65 -0.95
H -3.25 -0.86 -4.24
H 1.38 -1.45 -4.48
H -1.01 0.92 -7.68
H -1.20 -2.75 -0.89
H -2.52 -1.78 -2.90
C 1.03 2.20 -6.38
C 1.62 0.32 3.57
C -0.42 -2.08 -0.48
C -0.91 -0.61 -6.12
P -0.63 2.12 -5.55
C -1.33 0.76 -6.64
C 3.02 -0.16 3.54
C -1.45 3.48 -6.49
C 0.73 -2.03 1.81
H 1.66 1.37 -6.02
C -0.03 1.96 3.72
H 2.57 3.27 3.19
C -0.42 -2.18 1.02
H -2.53 -1.85 5.67
H -0.39 3.82 2.72
H -1.80 3.16 3.55
H 1.64 -1.85 5.25
H 3.51 0.02 2.58
H 1.50 3.15 -6.09
H 1.59 3.25 1.71
H -1.10 4.44 -6.11
Hf -0.14 0.07 1.85
H -1.24 3.42 -7.57
H 0.08 -0.89 -6.49
P -0.85 -0.58 -4.27
H -2.42 0.88 -6.59
C 1.21 1.61 3.05
C -2.41 -1.51 -3.96
C -0.30 0.97 4.70
H -1.63 -1.39 -6.43
H 2.88 -2.15 1.92
H 0.02 1.41 -0.63
C 0.82 -1.18 5.54
H 0.62 -2.13 -3.03
C -1.41 1.04 5.69
H 0.68 -2.37 2.85
H 0.18 -2.77 -4.64
H -2.37 -3.32 4.29
H 1.06 -0.80 6.55
H -0.52 -0.62 -2.09
H 0.94 2.15 -7.47
H -2.39 0.88 5.21
H -1.29 0.26 6.46
H 3.09 -1.23 3.76
C 1.58 0.13 0.09
H -0.10 -1.78 5.61
H 0.52 -2.44 -0.91
H -1.72 -0.37 -0.88
H -1.27 -2.70 1.47
C -2.43 -1.24 3.52
C 0.67 -0.05 4.59
B -2.88 -2.24 4.56
C -0.66 -0.65 -0.99
C -0.71 3.28 3.61
N -1.97 -0.49 2.72
C 2.13 2.61 2.42
C 2.10 -2.18 1.16
H 2.95 2.13 1.89
H 2.24 1.00 0.13
C 0.28 0.38 -0.39
C 0.45 -1.86 -4.08
H 3.45 -0.87 0.12
H -4.08 -2.27 4.47
H -2.44 -2.41 -4.59
C 2.39 -1.15 0.04
H 3.62 0.36 4.31
*
```

HOMO (spin up / spin down): -12.226 / -12.201 eV
Frontier orbital gap (spin up / spin down): 3.25 / 3.20 eV
DFT total energy: -48703.241 eV

***

Entry 4:
Molecular formula: C25H46FN2O9P2S2
Method: DFT, ωB97M-V/def2-TZVPD

The geometry in ORCA input format:
```
! RIJCOSX wB97M-V def2-TZVPD def2/J DEFGRID3
* xyz 1 1
C -3.50 -4.32 -1.02
C -0.51 -0.94 1.43
H 1.41 -3.04 5.43
H -1.48 -5.08 1.64
H 4.01 1.05 1.87
H -1.36 7.89 -6.32
H -4.58 -4.01 -1.01
H 5.13 0.41 3.09
C -1.40 7.56 -5.29
S -0.31 -2.55 -4.55
O -2.51 4.08 -3.59
H -4.97 0.22 -0.50
H 3.38 -1.26 1.20
C -1.16 -2.25 1.58
H 1.55 -1.64 -1.32
H -1.87 6.70 -0.25
O 4.33 -4.39 3.43
H -4.12 -0.34 -4.09
H -1.83 -3.76 -2.34
C -3.93 -0.21 -0.60
O 4.48 -2.17 2.72
H 6.11 -5.32 3.24
H 0.34 7.95 -1.99
H -4.00 -1.30 -0.32
S -3.88 -2.64 -3.23
H 6.03 -3.83 2.35
H -2.88 3.18 -1.48
C 2.40 -3.33 5.79
C 0.11 -3.11 -0.39
H 2.55 -2.86 6.76
C 0.78 -1.83 -0.53
H -1.02 1.55 -1.16
H 5.12 -1.08 1.13
C 0.00 7.31 -1.17
P -2.20 5.44 -2.98
N -1.51 -4.66 0.70
C -2.92 -4.44 0.42
C 6.41 -3.61 4.47
O -2.15 6.97 -2.30
O 3.41 -2.82 4.92
C -1.91 3.52 -1.11
H 0.39 -3.93 -1.10
H -3.37 1.04 -2.31
H -0.61 2.55 -2.56
H 0.95 0.29 0.24
P 3.25 -3.11 3.30
H -2.44 7.63 -4.95
H -1.99 3.56 -0.02
H 6.13 -4.10 5.41
H 0.15 2.87 -1.02
C -0.88 -3.34 0.67
C -4.23 -0.84 -3.08
H 3.40 0.21 3.32
C -1.89 -2.44 -4.70
O 2.15 -2.11 3.00
C 0.46 -0.71 0.37
H -0.83 8.25 -4.67
F -3.16 0.48 0.37
C -2.73 -3.23 -1.92
H 0.44 7.68 -0.24
O -3.72 -4.39 1.33
H -1.50 5.44 -5.70
O -0.79 5.75 -3.78
H 0.13 6.09 -5.56
H -3.45 -5.28 -1.60
H 2.28 -5.34 4.98
C -1.51 7.32 -1.07
C 4.26 -1.10 1.81
H -5.30 -0.71 -2.78
H -1.84 8.33 -0.84
C -3.34 -0.05 -2.05
H 1.80 -5.20 6.69
H 6.12 -2.57 4.56
N -3.09 -2.80 -4.78
O -1.60 4.83 -1.56
H 7.50 -3.65 4.37
H 3.51 -5.13 6.22
H -0.79 -0.12 2.14
H -1.89 -2.41 2.41
H -2.38 -2.43 -1.23
C -0.79 2.56 -1.49
H -2.30 -0.47 -2.05
C 5.75 -4.29 3.29
C 2.50 -4.84 5.93
H 0.40 6.31 -1.36
C 4.19 0.22 2.56
C -0.88 6.15 -5.15
*
```

HOMO: -11.519 eV
Frontier orbital gap: 6.69 eV
DFT total energy: -91033.400 eV
Relative energy (zero: lowest compared OMol25 entry of this formula, charge and spin): 0.00 kcal/mol

***

Entry 5:
Molecular formula: C25H46O2P2Tl
Method: DFT, ωB97M-V/def2-TZVPD

The geometry in ORCA input format:
```
! RIJCOSX wB97M-V def2-TZVPD def2/J DEFGRID3
* xyz 1 1
C 1.54 0.52 -2.62
C 1.95 3.40 0.37
H 4.05 2.12 2.09
H -3.31 -1.72 3.16
Tl 0.49 0.04 0.14
H 3.23 -1.75 0.04
H 2.24 -2.69 2.65
C 0.54 1.37 -2.75
C 1.38 -3.22 2.20
H 1.97 0.24 -1.65
H 0.07 1.87 -1.89
C -2.11 -0.47 1.91
C -0.09 1.62 -4.09
H 0.69 1.86 -4.82
H -0.09 -2.58 -3.25
H -0.55 0.25 -5.68
H -0.71 2.51 -4.03
H 0.29 -4.57 -0.33
P 1.76 1.93 1.44
H -1.17 3.54 1.56
H -3.17 0.38 -2.01
C -1.82 0.89 2.18
H -2.87 -2.67 0.48
O 1.91 -0.45 4.93
H -2.71 1.34 4.07
H -4.28 -1.65 0.13
C 3.46 1.29 1.66
C -1.75 1.47 3.54
H -0.97 0.95 4.10
H -1.85 -2.51 2.48
C -0.95 0.47 -4.69
C -1.09 -0.81 -3.90
C -0.06 -1.65 -3.80
H 2.54 -2.73 -1.31
H -0.98 -3.29 -0.65
H 1.61 -4.27 1.98
H -2.98 -1.85 -1.10
H 0.35 -1.64 4.46
C 1.01 -0.80 4.13
H -2.39 1.94 -1.79
C 1.27 -1.32 -4.43
H 0.50 -3.13 2.87
C -3.01 1.18 -1.29
H 2.42 0.50 -4.56
P 0.98 -2.46 0.59
H -2.84 3.54 0.91
H -3.97 1.66 -1.05
H 3.10 -3.54 0.25
C -2.24 -1.56 2.90
H 2.60 4.11 0.91
C -2.48 -0.57 0.55
H 0.45 3.32 2.96
H -1.67 -1.32 3.81
H 3.42 0.43 2.36
C 2.14 -0.21 -3.77
C -1.93 1.62 0.97
H -0.83 -3.99 1.00
H 0.95 3.85 0.19
H -2.04 -0.96 -3.42
H -1.45 3.34 -0.20
H 2.24 3.32 3.31
O 0.76 -0.34 2.95
H 2.39 3.11 -0.60
H 1.14 -1.04 -5.48
H 3.08 -0.67 -3.46
H -1.52 2.54 3.48
C -2.38 0.72 -0.02
H -1.95 0.88 -4.84
C 2.62 -2.65 -0.21
C -3.19 -1.75 -0.02
C -1.84 3.09 0.80
H 1.22 1.90 3.79
C 1.37 2.70 3.05
C -0.26 -3.71 0.09
H 1.89 -2.23 -4.44
H 3.87 0.97 0.68
*
```

HOMO (spin up / spin down): -10.376 / -10.274 eV
Frontier orbital gap (spin up / spin down): 5.63 / 5.90 eV
DFT total energy: -54028.173 eV

***

Entry 6:
Molecular formula: C25H47AuN2O6P3
Method: DFT, ωB97M-V/def2-TZVPD

The geometry in ORCA input format:
```
! RIJCOSX wB97M-V def2-TZVPD def2/J DEFGRID3
* xyz 1 1
C 0.49 0.38 4.42
H -2.33 -4.18 -3.24
H 1.17 0.63 3.61
C -0.71 0.60 -3.49
C -3.26 -5.81 1.12
H -2.47 -1.45 4.96
H -4.08 -4.13 0.10
H 0.14 -4.75 -0.36
C 3.62 -4.08 0.42
C -1.34 -3.85 4.06
H -0.59 -4.14 -2.91
H 3.92 0.97 0.58
C -0.24 1.69 -4.15
C 4.29 -0.09 2.42
C -2.32 -2.92 3.39
H 1.83 0.89 6.00
H -3.70 -2.71 5.00
H -3.77 -1.82 -0.39
N -0.10 0.51 -2.25
H -0.63 -3.32 4.69
Au -0.27 -1.27 -0.69
H 1.18 3.12 -3.46
C 3.17 -3.81 -1.00
O 2.09 -1.20 0.01
H 1.98 -0.78 5.47
C 1.01 -2.43 2.20
C 1.27 0.02 5.66
C -0.82 -5.04 0.06
H 1.82 -5.10 1.08
H 5.61 0.95 1.11
H -3.81 -1.41 3.80
C 1.57 1.87 -0.99
O 3.52 -2.91 1.30
C 0.71 1.54 -2.16
C -0.53 1.47 4.62
P 2.43 -1.77 1.34
H -0.01 -6.76 1.05
O -1.67 -2.05 2.40
H 6.23 -0.39 3.25
C -1.50 -3.54 -2.94
H 0.59 -3.24 1.59
H 0.60 -0.28 6.47
H -3.40 -1.21 -2.00
H 1.18 1.39 -0.10
H 4.96 -1.28 4.09
H -0.47 2.10 -5.11
C -0.90 -6.17 0.85
C -2.12 -6.56 1.39
H -4.22 -6.11 1.53
P -0.33 -1.25 2.50
H -2.99 -3.50 2.76
O -0.23 -0.85 4.02
H 3.37 -4.70 -1.59
H -1.36 -2.74 -3.67
N 0.66 2.28 -3.29
C -3.44 -2.11 -1.39
O -0.22 -0.10 1.57
C 2.91 -5.24 1.08
H -2.19 -7.44 2.02
C -3.12 -2.07 4.34
H -0.80 -4.46 3.33
O 3.00 -0.79 2.41
H -4.16 -2.80 -1.83
H 3.71 -2.97 -1.44
H 2.59 1.50 -1.14
H -1.91 -4.54 4.70
H 4.90 -0.49 0.38
H -0.03 2.40 4.91
H 5.54 -1.85 2.52
H 2.11 -3.58 -1.06
C 5.31 -0.96 3.11
H 1.61 2.95 -0.83
C -3.18 -4.69 0.31
H 3.13 -6.16 0.54
H -1.22 1.20 5.42
H 4.69 -4.27 0.42
H 4.08 0.78 3.04
C -1.96 -4.28 -0.22
P -1.78 -2.83 -1.29
H -1.09 1.65 3.70
H -1.44 -0.11 -3.82
H 1.35 -2.85 3.15
H 3.23 -5.37 2.11
C 4.70 0.35 1.03
*
```

HOMO: -10.810 eV
Frontier orbital gap: 9.29 eV
DFT total energy: -73514.242 eV